C44H42Cl3GeN3NiO5 as an isolated structure. Source: the Open Molecules 2025 dataset; level of theory: wB97M-V/def2-TZVPD.

Geometry (Å):
Ni: 0.166 1.569 -0.288
C: 4.076 2.614 -1.808
C: 4.328 3.787 -1.115
C: 3.407 4.236 -0.188
C: 2.244 3.504 0.015
N: 2.012 2.369 -0.660
C: 2.904 1.934 -1.545
C: 1.153 3.874 0.920
C: 1.188 4.950 1.805
C: 0.099 5.219 2.614
C: -1.037 4.421 2.540
C: -1.093 3.350 1.657
C: 0.004 3.087 0.865
H: 4.774 2.219 -2.532
H: 5.233 4.352 -1.300
H: 3.568 5.158 0.351
H: 2.670 1.005 -2.043
H: 2.070 5.577 1.864
H: 0.130 6.056 3.300
H: -1.893 4.636 3.167
H: -1.970 2.731 1.578
C: -0.786 -4.763 0.506
C: -0.788 -3.589 -0.451
C: -1.118 -4.021 -1.877
O: 0.485 -2.942 -0.441
C: 0.329 -1.525 -0.240
C: -1.208 -1.365 -0.390
O: -1.707 -2.639 0.014
C: -2.144 -0.227 0.114
O: -1.672 1.013 -0.294
C: -2.536 -0.226 1.594
C: -3.369 0.821 1.997
C: -3.851 0.903 3.290
C: -3.527 -0.084 4.216
C: -2.726 -1.141 3.820
C: -2.238 -1.214 2.518
C: -3.453 -0.503 -0.676
C: -3.614 0.091 -1.922
C: -4.746 -0.157 -2.687
C: -5.735 -1.009 -2.215
C: -5.579 -1.610 -0.973
C: -4.448 -1.357 -0.210
C: 1.151 -0.938 0.938
O: 0.692 0.343 1.146
C: 1.134 -1.737 2.251
C: 0.799 -1.082 3.429
C: 0.867 -1.741 4.650
C: 1.271 -3.066 4.711
C: 1.627 -3.722 3.539
C: 1.573 -3.058 2.322
C: 2.654 -0.938 0.556
C: 3.221 -1.727 -0.438
C: 4.590 -1.675 -0.691
C: 5.411 -0.849 0.058
C: 4.852 -0.067 1.065
C: 3.491 -0.109 1.304
H: -0.064 -5.514 0.182
H: -1.779 -5.212 0.529
H: -0.523 -4.420 1.505
H: -0.317 -4.650 -2.269
H: -1.234 -3.151 -2.524
H: -2.055 -4.579 -1.892
H: 0.766 -1.030 -1.108
H: -1.333 -1.272 -1.480
H: -3.650 1.564 1.260
H: -4.491 1.730 3.576
H: -3.904 -0.030 5.230
H: -2.465 -1.920 4.526
H: -1.628 -2.055 2.231
H: -2.849 0.765 -2.283
H: -4.854 0.331 -3.648
H: -6.624 -1.199 -2.806
H: -6.345 -2.275 -0.592
H: -4.338 -1.830 0.758
H: 0.475 -0.052 3.358
H: 0.594 -1.214 5.557
H: 1.320 -3.582 5.662
H: 1.961 -4.753 3.573
H: 1.878 -3.567 1.418
H: 2.602 -2.401 -1.017
H: 5.012 -2.294 -1.475
H: 6.476 -0.812 -0.137
H: 5.483 0.588 1.656
H: 3.039 0.511 2.069
C: 1.413 1.039 -5.882
N: 1.093 1.358 -4.514
C: 0.642 0.478 -3.602
N: 0.629 -0.850 -3.960
O: 0.304 0.835 -2.471
H: 1.850 1.919 -6.347
H: 0.528 0.760 -6.465
H: 2.146 0.230 -5.937
H: 1.026 2.329 -4.225
H: 0.517 -1.085 -4.932
H: 0.130 -1.440 -3.313
Cl: -2.136 5.252 -1.342
Ge: -0.969 3.421 -1.868
Cl: -2.084 2.868 -3.752
Cl: 0.820 4.468 -2.976

Atomic forces in eV per Å
-0.5 0.3 -0.3
0.0 -0.1 0.0
0.0 0.0 0.0
0.0 0.0 0.0
0.0 0.0 0.0
0.1 0.0 0.0
0.1 0.0 0.1
0.0 0.0 0.0
0.0 0.0 0.0
0.0 0.0 0.0
0.0 0.0 0.0
0.0 0.0 0.0
0.1 -0.2 0.0
0.0 0.0 0.0
0.0 0.0 0.0
0.0 0.0 0.0
0.0 0.0 0.0
0.0 0.0 0.0
0.0 0.0 0.0
0.0 0.0 0.0
0.0 0.0 0.0
0.0 0.0 0.0
0.0 0.0 0.0
0.0 0.0 0.0
0.0 0.0 0.0
0.0 0.0 0.0
0.0 0.0 0.1
0.0 0.0 0.0
0.0 0.1 -0.1
0.1 -0.1 0.1
0.0 0.0 0.0
0.0 0.0 0.0
0.0 0.0 0.0
0.0 0.0 0.0
0.0 0.0 0.0
0.1 0.0 0.0
0.0 0.0 0.0
0.0 0.0 0.0
0.0 0.0 0.0
0.0 0.0 0.0
0.0 0.0 0.0
0.0 0.0 0.0
-0.1 0.0 0.0
0.2 0.0 0.0
-0.1 0.0 0.0
-0.1 0.0 0.0
0.0 0.0 0.0
0.0 0.0 0.0
0.0 0.0 0.0
0.0 0.0 0.0
0.0 0.1 0.0
0.0 0.0 -0.1
0.0 0.0 0.0
0.0 0.0 0.0
0.0 0.1 -0.1
-0.1 0.1 -0.1
0.0 0.0 0.0
0.0 0.0 0.0
0.0 0.0 0.0
0.0 0.0 0.0
0.0 0.0 0.0
0.0 0.0 0.0
0.0 0.0 -0.1
0.0 0.0 0.0
0.0 0.0 0.0
0.0 0.0 0.0
0.0 0.0 0.0
0.0 0.0 0.0
0.0 0.0 0.0
0.0 0.0 0.0
0.0 0.0 0.0
0.0 0.0 0.0
0.0 0.0 0.0
0.0 0.0 0.0
0.0 0.0 0.0
0.0 0.0 0.0
0.0 0.0 0.0
0.0 0.0 0.0
0.0 0.0 0.0
0.0 0.0 0.0
0.0 0.0 0.0
0.0 0.0 0.0
0.0 0.0 0.0
0.0 0.0 0.0
0.0 0.0 0.0
0.1 0.2 0.1
-0.2 0.0 0.2
0.0 0.0 0.0
0.2 -0.3 0.0
0.0 0.0 0.0
0.0 0.0 0.0
0.0 0.0 0.0
0.0 0.0 0.0
0.0 0.0 0.0
0.0 0.0 0.0
0.0 -0.1 0.0
0.4 0.0 -0.1
0.1 0.0 0.0
-0.2 -0.1 0.0

Properties
- Total charge: -1
- HOMO-LUMO gap (alpha / beta): 0.235 / 0.281 hartree
- Highest occupied orbital energy (alpha / beta): -4.88 / -5.35 eV
- Molar mass: 930.498 g mol⁻¹
- F_max: 0.0135 hartree/bohr
- Expectation value of S²: 0.95
- E_LUMO (alpha / beta): 1.52 / 2.29 eV
- Spin multiplicity: 2
- ΔE to the lowest compared entry with this formula, charge and spin: 0.0 kcal per mole
- Total energy: -7208.4120 Eh